No. 1
Below is a gas-phase ion, C5H15N2O2 (charge +1) in a non-equilibrium geometry, with properties calculated with wB97M-V/def2-TZVPD.

Last column: Mulliken charge in e.
Positions of all 24 atoms, in Å:
C -0.40516 0.02563 0.46808  0.8764
H 0.92179 -1.73344 -1.41478  0.3555
O -0.88507 1.30922 0.54850  -0.4586
H -0.22064 0.39887 2.38177  0.2293
O -1.08100 -0.82794 -0.36698  -0.3818
H 1.63994 2.06341 0.41327  0.2682
H -0.57281 2.36634 -1.23731  0.2631
H 2.90095 0.90686 -0.08582  0.4178
N 0.11749 -0.32214 1.76076  -0.5082
H 1.85717 0.39531 1.25998  0.4509
H 2.34009 -0.79057 -1.96262  0.3374
C -1.38138 1.85621 -0.65792  -0.7262
N 0.92333 0.19490 -0.51348  0.0096
H 0.71039 0.83049 -1.30328  0.3035
C 1.59156 -0.99140 -1.12363  -0.8545
H 2.28050 -1.53307 -0.27902  0.3227
H -2.72991 -1.31200 0.81280  0.3192
C 1.91925 0.95905 0.28779  -0.9933
H -1.26369 -2.40334 0.89034  0.2678
H -2.48775 -2.27612 -0.49569  0.2966
H -2.07847 2.75948 -0.47589  0.2819
H -0.26205 -1.18260 2.07841  0.3068
H -1.93047 1.07911 -1.19257  0.3704
C -1.90408 -1.77229 0.20730  -0.7543

The calculation puts the energy relative to the best compared isomer or geometry (same formula, charge and spin) at 82.07 kcal/mol. The LUMO energy comes out at -2.60 eV. As for the net charge: +1. The energy comes out at -12495.1140 eV.


No. 2
Below is a molecular structure, C6H8N2O2 in a non-equilibrium geometry, with properties calculated with wB97M-V/def2-TZVPD.

Last column: Mulliken charge in e.
Positions of all 18 atoms, in Å:
C -3.82560 -0.13882 -0.05102  -0.4373
H 0.77117 -1.63199 -1.56546  0.3372
O 1.87351 -2.68057 -0.21795  -0.4541
H 1.73220 1.39538 -1.44299  0.3617
O -2.61030 0.50880 -0.03613  -0.1085
N -1.67536 -0.38590 0.46866  -0.4894
H -3.78781 -1.16685 -0.36474  0.2886
H 1.74871 2.47071 -0.07715  0.3408
C 0.80816 -0.73526 0.56801  0.2759
C -0.45918 0.01510 0.29477  0.0934
C 1.38040 1.53689 -0.47794  -0.4266
C 1.15529 -1.76577 -0.49133  -0.1352
N 0.02693 1.59442 -0.52097  -0.3596
H 0.88863 -1.04919 1.58424  0.4184
C 1.90689 0.54824 0.54584  -0.8245
H 2.86330 0.18274 0.34820  0.4494
H 1.88833 0.85029 1.62768  0.3294
H -4.68527 0.45178 -0.19172  0.3404

The calculation puts the energy relative to the best compared isomer or geometry (same formula, charge and spin) at 195.51 kcal/mol. The LUMO energy (spin up / spin down) comes out at 0.50 / -0.90 eV. The energy comes out at -13418.8952 eV.